[1]
{"formula": "C23H36BF2N2ORuS4SbSi", "method": "ωB97M-V/def2-TZVPD", "elements": ["S", "N", "H", "O", "C", "H", "H", "H", "C", "H", "C", "H", "C", "H", "H", "C", "H", "H", "H", "C", "H", "H", "S", "Ru", "H", "H", "H", "H", "H", "C", "C", "C", "H", "H", "C", "H", "H", "C", "F", "C", "C", "H", "B", "F", "C", "H", "C", "C", "C", "H", "N", "H", "Si", "H", "H", "C", "H", "H", "Sb", "H", "C", "H", "H", "H", "S", "H", "S", "C", "C", "C", "C", "H"], "positions_angstrom": [[1.29, -0.89, 2.73], [3.51, 0.28, 2.35], [-1.80, -4.48, -1.81], [-3.49, 0.55, 1.00], [-2.17, -3.50, -1.53], [7.82, -0.21, 3.68], [-2.59, -3.00, -2.40], [4.17, -0.05, -0.78], [-2.19, 0.69, -2.71], [0.24, -4.75, 0.13], [3.17, -0.46, -0.92], [6.82, 3.24, 1.36], [3.04, -1.05, 2.58], [-3.57, 4.26, 1.83], [1.62, 1.84, -3.40], [1.38, 0.73, 2.04], [-4.16, -2.03, -4.71], [-3.67, 2.43, 4.36], [2.06, 0.13, -3.58], [-3.61, -1.28, -4.16], [-0.65, -3.88, 1.41], [3.16, -1.18, -1.73], [3.81, -2.47, 2.01], [-0.63, 0.40, -0.36], [5.49, -0.98, 3.56], [1.28, -1.89, -2.74], [8.52, 1.89, 2.58], [-2.18, 1.67, 3.75], [1.59, -3.49, -2.04], [0.12, -3.79, 0.64], [0.82, -2.81, -2.39], [-2.29, -0.99, -4.47], [2.87, -0.97, 0.00], [4.48, 2.48, 1.26], [-1.59, -0.03, -3.76], [-5.25, -0.80, -2.85], [-0.56, 0.19, -4.03], [4.83, 0.70, 2.40], [-2.78, -1.21, 2.41], [5.22, 1.90, 1.78], [-4.22, -0.58, -3.12], [1.06, -3.49, 1.10], [-3.30, -0.75, 1.27], [-3.76, -1.68, 0.42], [5.79, -0.05, 3.09], [-2.21, 3.46, 1.04], [-3.53, 0.38, -2.41], [6.54, 2.31, 1.85], [-3.27, 1.63, 3.72], [-1.80, -1.52, -5.27], [2.57, 1.19, 1.91], [-3.59, 0.67, 4.14], [-3.89, 1.86, 1.99], [-6.17, 0.98, 2.44], [-0.60, 2.13, -2.47], [-1.44, 1.70, -1.94], [3.31, 1.34, -3.21], [0.25, -3.26, -3.20], [-0.53, -2.36, -0.78], [-2.93, -3.60, -0.76], [7.10, 0.38, 3.15], [-2.07, 2.47, -1.50], [-4.01, 0.90, -1.59], [-6.14, 1.92, 0.95], [2.00, 0.87, -1.26], [-6.16, 2.74, 2.52], [-0.04, 1.67, 1.60], [-3.29, 3.42, 1.18], [-5.76, 1.88, 1.98], [7.49, 1.56, 2.53], [2.27, 1.05, -3.04], [-3.78, 3.57, 0.21]], "charge": -1, "homo_lumo_gap_ev": [4.225, 5.761], "homo_ev": [-1.909, -3.798], "spin_multiplicity": 6}



[2]
{"formula": "C5H5N", "method": "ωB97M-V/def2-TZVPD", "elements": ["C", "H", "C", "H", "H", "C", "N", "C", "H", "H", "C"], "positions_angstrom": [[0.89, -0.30, -1.60], [2.73, -1.29, -0.89], [-1.67, -0.30, 0.93], [-2.06, -1.06, 1.50], [0.19, 0.16, 1.92], [0.06, 1.34, 0.33], [0.65, 2.25, -0.06], [-0.45, 0.26, 1.10], [-2.25, -0.26, 0.09], [0.06, 0.17, -2.03], [1.86, -0.96, -1.30]], "homo_lumo_gap_ev": 10.414, "homo_ev": -10.186}



Relative energy (zero: lowest compared OMol25 entry of this formula, charge and spin) (computed, kcal/mol): 2.1, 93.6
Maximum force (computed, eV/Å): 0.54, 3.84
E_tot (computed, Ha): -3524.913798, -248.125941